The following is a quantum chemistry calculation of one molecule with the formula C4H6ClFN2 at a distorted geometry, from the OMol25 dataset.

Geometry as ORCA input:
```
! RIJCOSX wB97M-V def2-TZVPD def2/J DEFGRID3
* xyz 0 1
C -2.001 -0.231 -0.479
C -0.558 -0.319 -0.171
C 1.646 0.248 0.411
C 0.217 0.750 0.520
H -2.221 0.518 -1.240
H -2.382 -1.155 -0.930
H 2.022 -1.628 -0.637
H 2.210 0.327 1.341
H 2.181 0.682 -0.424
H -0.127 0.885 1.563
N 0.136 -1.338 -0.462
N 1.442 -1.164 0.070
F -2.610 0.069 0.711
Cl 0.045 2.356 -0.275
*
```

Output
HOMO energy = -9.12 eV
SMILES = FCC1=NNC[C@H]1Cl
lowest unoccupied orbital energy = 1.0 eV
Kohn-Sham gap = 10.1 eV
electronic energy = -825.54526 a.u.